{
  "formula": "C79H180F12N5O8P5S2",
  "method": "the ωB97M-V functional and the def2-TZVPD basis",
  "elements": ["C", "F", "F", "F", "S", "O", "O", "N", "S", "O", "O", "C", "F", "F", "F", "C", "C", "C", "C", "P", "C", "C", "C", "C", "C", "C", "C", "C", "C", "C", "C", "C", "H", "H", "H", "H", "H", "H", "H", "H", "H", "H", "H", "H", "H", "H", "H", "H", "H", "H", "H", "H", "H", "H", "H", "H", "H", "H", "H", "H", "H", "H", "H", "H", "H", "H", "H", "H", "C", "C", "C", "C", "P", "C", "C", "C", "C", "C", "C", "C", "C", "C", "C", "C", "C", "H", "H", "H", "H", "H", "H", "H", "H", "H", "H", "H", "H", "H", "H", "H", "H", "H", "H", "H", "H", "H", "H", "H", "H", "H", "H", "H", "H", "H", "H", "H", "H", "H", "H", "H", "H", "C", "C", "C", "C", "P", "C", "C", "C", "C", "C", "C", "C", "C", "C", "C", "C", "C", "H", "H", "H", "H", "H", "H", "H", "H", "H", "H", "H", "H", "H", "H", "H", "H", "H", "H", "H", "H", "H", "H", "H", "H", "H", "H", "H", "H", "H", "H", "H", "H", "H", "H", "H", "H", "C", "C", "C", "C", "P", "C", "C", "C", "C", "C", "C", "C", "C", "C", "C", "C", "C", "H", "H", "H", "H", "H", "H", "H", "H", "H", "H", "H", "H", "H", "H", "H", "H", "H", "H", "H", "H", "H", "H", "H", "H", "H", "H", "H", "H", "H", "H", "H", "H", "H", "H", "H", "H", "C", "C", "C", "O", "C", "N", "H", "H", "H", "H", "H", "H", "H", "H", "H", "H", "H", "H", "C", "C", "O", "N", "H", "H", "C", "H", "H", "H", "H", "H", "H", "C", "C", "O", "N", "H", "H", "C", "H", "H", "H", "H", "H", "H", "C", "C", "O", "N", "H", "H", "C", "H", "H", "H", "H", "H", "H", "P", "F", "F", "F", "F", "F", "F"],
  "coordinates": [[2.96, 2.01, -1.37], [3.30, 2.74, -0.40], [3.23, 2.61, -2.52], [3.75, 0.93, -1.22], [1.09, 1.52, -1.14], [0.90, 0.98, 0.24], [0.40, 2.78, -1.20], [0.85, 0.44, -2.46], [-0.73, 0.29, -2.36], [-1.12, -0.56, -1.22], [-1.57, 1.47, -2.58], [-1.06, -0.72, -3.89], [-2.39, -0.83, -3.99], [-0.63, -0.03, -4.95], [-0.39, -1.88, -3.94], [-3.67, 3.10, -0.64], [-3.34, 3.26, 0.82], [-2.04, 2.66, 1.40], [-1.92, 2.71, 2.95], [-1.04, 4.31, 3.58], [-0.93, 4.07, 5.48], [-0.63, 5.28, 6.36], [-0.64, 4.77, 7.76], [0.57, 3.81, 8.03], [0.60, 4.38, 2.96], [1.45, 3.00, 3.14], [2.78, 3.32, 3.78], [2.81, 3.72, 5.20], [-2.06, 5.75, 3.25], [-3.46, 5.82, 3.91], [-4.52, 6.57, 3.08], [-4.19, 8.10, 2.91], [-4.70, 3.31, -0.93], [-3.71, 2.04, -0.88], [-2.97, 3.62, -1.29], [-4.14, 2.77, 1.37], [-3.42, 4.32, 1.04], [-1.15, 2.91, 0.83], [-1.95, 1.60, 1.15], [-1.48, 1.78, 3.31], [-2.98, 2.80, 3.18], [-0.30, 3.20, 5.67], [-1.91, 3.70, 5.78], [-1.42, 6.02, 6.28], [0.27, 5.76, 5.94], [-1.54, 4.25, 8.07], [-0.67, 5.56, 8.51], [0.39, 2.84, 7.58], [0.64, 3.69, 9.11], [1.55, 4.19, 7.75], [1.20, 5.17, 3.40], [0.61, 4.79, 1.95], [1.64, 2.56, 2.15], [1.01, 2.19, 3.71], [3.26, 4.08, 3.15], [3.47, 2.49, 3.65], [2.34, 4.69, 5.25], [3.86, 3.90, 5.43], [2.33, 2.92, 5.77], [-2.20, 5.75, 2.16], [-1.49, 6.66, 3.41], [-3.51, 6.21, 4.93], [-3.79, 4.78, 3.97], [-5.48, 6.36, 3.54], [-4.71, 6.11, 2.11], [-3.34, 8.30, 2.25], [-4.03, 8.64, 3.84], [-4.98, 8.67, 2.42], [3.67, 6.79, 1.72], [3.95, 5.46, 1.07], [4.54, 5.64, -0.38], [6.10, 6.06, -0.53], [7.45, 4.99, 0.14], [7.07, 3.33, -0.55], [8.02, 2.16, -0.20], [7.58, 0.89, -0.83], [8.68, -0.11, -1.09], [9.13, 5.64, -0.43], [9.60, 7.06, 0.08], [11.10, 7.29, -0.06], [11.57, 7.50, -1.43], [7.41, 4.84, 2.01], [8.79, 4.53, 2.77], [8.66, 4.46, 4.32], [9.94, 4.02, 4.92], [2.76, 7.23, 1.32], [4.47, 7.49, 1.47], [3.58, 6.72, 2.81], [3.10, 4.79, 1.05], [4.66, 4.93, 1.72], [3.98, 6.29, -1.06], [4.48, 4.65, -0.85], [6.23, 7.04, -0.07], [6.33, 6.03, -1.60], [7.09, 3.55, -1.62], [6.02, 3.09, -0.38], [7.90, 2.19, 0.88], [9.07, 2.40, -0.30], [7.21, 1.02, -1.85], [6.71, 0.52, -0.29], [9.32, 0.21, -1.91], [8.15, -1.04, -1.25], [9.24, -0.29, -0.17], [9.09, 5.62, -1.52], [9.72, 4.78, -0.10], [9.23, 7.05, 1.11], [9.02, 7.85, -0.40], [11.60, 6.41, 0.36], [11.40, 8.10, 0.60], [12.66, 7.42, -1.43], [11.32, 8.51, -1.75], [11.12, 6.82, -2.15], [6.58, 4.17, 2.25], [7.25, 5.91, 2.16], [9.55, 5.18, 2.34], [9.21, 3.55, 2.54], [7.77, 3.92, 4.65], [8.38, 5.48, 4.58], [10.27, 3.04, 4.59], [9.85, 3.90, 6.00], [10.77, 4.73, 4.87], [-8.19, -6.74, 3.31], [-7.94, -5.24, 3.15], [-6.62, -4.76, 3.62], [-6.66, -3.20, 3.74], [-5.13, -2.29, 4.25], [-5.52, -0.41, 4.19], [-5.87, 0.17, 2.72], [-7.38, 0.19, 2.49], [-8.08, 1.43, 3.10], [-4.62, -2.81, 5.94], [-5.71, -2.41, 7.00], [-5.51, -3.12, 8.38], [-6.35, -4.39, 8.69], [-3.79, -2.69, 3.02], [-2.53, -1.92, 3.22], [-1.42, -2.22, 2.23], [-0.12, -1.46, 2.63], [-8.04, -7.09, 4.33], [-7.42, -7.28, 2.76], [-9.13, -7.02, 2.83], [-8.74, -4.81, 3.74], [-8.18, -5.00, 2.11], [-5.78, -5.17, 3.06], [-6.54, -5.13, 4.64], [-7.42, -2.93, 4.47], [-7.00, -2.78, 2.80], [-4.71, 0.13, 4.68], [-6.33, -0.24, 4.91], [-5.40, -0.28, 1.85], [-5.50, 1.18, 2.60], [-7.87, -0.64, 3.00], [-7.64, 0.21, 1.43], [-9.10, 1.65, 2.80], [-7.37, 2.15, 2.69], [-8.05, 1.34, 4.19], [-3.69, -2.29, 6.13], [-4.50, -3.90, 5.91], [-6.67, -2.70, 6.58], [-5.60, -1.33, 7.11], [-5.62, -2.37, 9.16], [-4.48, -3.44, 8.54], [-6.21, -4.73, 9.71], [-6.04, -5.26, 8.12], [-7.43, -4.21, 8.71], [-4.23, -2.41, 2.07], [-3.69, -3.78, 2.96], [-2.11, -1.99, 4.22], [-2.88, -0.89, 3.17], [-1.72, -2.08, 1.20], [-1.25, -3.28, 2.43], [-0.32, -0.44, 2.96], [0.60, -1.37, 1.82], [0.43, -1.92, 3.46], [-1.03, -6.34, -5.78], [-0.44, -5.36, -4.76], [-0.14, -5.95, -3.38], [-1.42, -6.10, -2.60], [-1.18, -6.88, -0.94], [-2.74, -7.68, -0.45], [-3.32, -8.59, -1.48], [-4.28, -9.57, -0.87], [-5.58, -8.83, -0.39], [0.06, -8.18, -1.12], [0.49, -8.86, 0.18], [1.59, -9.90, -0.01], [2.22, -10.42, 1.32], [-0.58, -5.71, 0.37], [0.67, -4.93, 0.02], [0.43, -3.53, -0.57], [1.78, -2.78, -0.92], [-0.62, -7.35, -5.78], [-0.98, -5.96, -6.80], [-2.11, -6.44, -5.66], [-1.15, -4.56, -4.55], [0.52, -4.99, -5.13], [0.54, -5.30, -2.83], [0.33, -6.92, -3.52], [-2.09, -6.77, -3.14], [-1.89, -5.13, -2.40], [-3.35, -6.87, -0.06], [-2.58, -8.24, 0.47], [-2.43, -9.03, -1.93], [-3.87, -8.02, -2.22], [-3.97, -9.94, 0.11], [-4.50, -10.45, -1.47], [-6.27, -9.53, 0.09], [-6.04, -8.31, -1.23], [-5.30, -8.10, 0.37], [0.86, -7.50, -1.38], [0.01, -8.82, -2.00], [-0.39, -9.36, 0.60], [0.80, -8.16, 0.94], [2.34, -9.36, -0.59], [1.16, -10.74, -0.56], [1.53, -10.86, 2.04], [2.76, -9.66, 1.88], [2.84, -11.30, 1.10], [-0.50, -6.30, 1.29], [-1.39, -5.03, 0.64], [1.49, -5.47, -0.45], [1.11, -4.66, 0.97], [-0.17, -2.96, 0.15], [-0.18, -3.58, -1.47], [2.30, -2.41, -0.04], [1.69, -1.82, -1.44], [2.36, -3.46, -1.54], [-3.21, -4.25, -11.24], [-2.91, -3.12, -10.23], [-1.94, -3.59, -9.12], [-1.89, -2.56, -8.11], [-1.20, -2.81, -6.92], [-2.21, -1.84, -10.81], [-2.08, -1.28, -9.98], [-1.30, -1.90, -11.23], [-2.74, -1.27, -11.46], [-2.34, -4.83, -11.56], [-3.65, -3.86, -12.16], [-3.90, -4.99, -10.83], [-3.84, -2.91, -9.72], [-0.95, -3.89, -9.47], [-2.39, -4.48, -8.68], [-0.25, -3.34, -7.05], [-1.88, -3.36, -6.27], [-0.86, -1.87, -6.47], [3.02, -2.91, -4.10], [3.49, -1.46, -3.84], [4.54, -1.25, -3.16], [2.66, -0.28, -4.38], [2.04, -0.52, -5.14], [2.02, 0.10, -3.70], [3.50, 0.84, -4.96], [1.99, -3.13, -3.84], [3.57, -3.72, -3.63], [3.10, -3.07, -5.17], [2.86, 1.71, -5.04], [3.93, 0.59, -5.93], [4.22, 1.05, -4.17], [-1.29, 4.70, -3.91], [0.19, 4.51, -4.26], [0.60, 3.44, -4.71], [1.09, 5.73, -3.93], [0.58, 6.57, -4.19], [1.16, 5.70, -2.92], [2.47, 5.55, -4.59], [-1.99, 3.91, -4.15], [-1.80, 5.48, -4.47], [-1.33, 4.93, -2.84], [2.36, 5.63, -5.68], [2.82, 4.57, -4.26], [3.01, 6.44, -4.27], [-5.13, -0.25, -3.54], [-6.63, -0.42, -3.70], [-7.29, 0.26, -4.45], [-7.21, -1.59, -2.85], [-6.43, -1.92, -2.31], [-7.70, -1.11, -2.10], [-7.98, -2.56, -3.74], [-4.81, -1.29, -3.47], [-4.99, 0.22, -2.56], [-4.72, 0.39, -4.32], [-7.33, -3.01, -4.50], [-8.78, -2.04, -4.26], [-8.47, -3.36, -3.19], [6.07, 3.97, -4.98], [4.80, 3.59, -5.88], [6.26, 2.41, -4.47], [7.08, 3.61, -6.18], [7.25, 4.47, -4.04], [5.88, 5.43, -5.65], [5.05, 4.34, -3.80]],
  "mulliken_charge": [-0.1779, -0.1795, 0.0454, -0.2365, 1.0351, -0.4026, -0.4860, -1.3247, 0.7223, -0.4828, -0.4106, -0.1479, 0.0208, -0.3158, 0.1589, -1.4721, 0.8752, 0.3976, -1.0266, 0.2014, -1.1593, -0.1713, -0.9787, -0.9766, -1.5110, 1.1438, -0.8198, -1.2977, -1.3023, -0.5980, -0.5935, -1.3373, 0.5615, 0.1617, 0.1038, -0.2973, -0.2887, -0.2953, 0.3670, 0.3511, 0.5194, 0.4697, 0.7515, 0.2619, 0.3203, 0.3343, 0.4674, 0.3079, 0.4486, 0.1745, 0.9979, 0.7090, -0.8636, 0.5504, -0.2327, 0.7759, 0.1282, 0.5100, 0.3132, 0.6449, 0.8570, 0.5236, 0.2435, 0.4886, 0.1476, 0.3047, 0.3522, 0.4212, -1.7914, 2.1065, 0.1181, -1.6654, 0.8106, 0.1221, -0.8552, 0.0148, -1.6114, -1.2361, -0.7482, -0.5680, -1.2464, -1.3545, -0.6020, -0.4171, -1.3863, 0.3636, 0.4453, 0.3487, -0.4562, -0.6755, 0.7800, -0.8544, 0.6838, 0.4684, 0.4786, -0.4614, 0.2872, 0.4306, 0.0027, 0.3472, 0.3978, 0.4089, 0.3843, 0.7571, 0.6507, 0.5163, 0.4361, 0.3326, 0.4333, 0.3788, 0.3202, 0.3041, 0.6569, 0.7755, 0.3730, 0.2294, 0.3249, 0.3388, 0.3716, 0.4085, 0.3322, -1.3208, -0.4127, -0.3878, -1.3315, 0.6767, -1.5170, 0.2261, -0.5935, -1.1213, -0.9351, -0.3369, -0.7287, -1.2902, -1.2074, -0.2572, 0.4414, -0.8533, 0.3804, 0.2221, 0.3838, 0.3237, 0.3325, 0.2889, 0.2479, 0.7237, 0.5406, 0.5771, 0.7690, 0.3549, -0.1503, 0.1824, 0.3006, 0.3923, 0.2448, 0.2821, 0.6630, 0.4889, 0.3155, 0.3199, 0.4385, 0.3103, 0.4188, 0.3028, 0.3400, 0.3781, 0.8637, 0.4085, -0.1198, -0.0418, 0.0095, -0.0372, -0.0157, 0.4653, -1.5597, -0.1232, -0.1827, -1.0222, 0.0965, -0.9493, -0.6320, -0.7201, -1.0666, -1.0479, -0.9211, -0.4488, -1.3374, -1.1278, -1.1010, 2.2844, -0.6186, 0.3904, 0.3410, 0.4303, -0.0694, 0.2938, -0.0743, 0.6135, 0.8112, 0.2675, 0.6997, 0.7448, 0.5547, 0.2273, 0.2992, 0.3843, 0.4310, 0.3232, 0.1804, 0.6771, 0.7860, 0.3579, 0.2979, 0.3216, 0.3479, 0.3471, 0.3504, 0.3945, 0.8081, 0.3273, 0.4860, 0.7651, -1.4648, -0.2574, 0.5432, -0.5256, 0.3997, -1.3837, 0.3055, -0.7229, -0.3786, -0.5620, -0.2487, 0.3394, 0.3510, 0.3747, 0.3703, 0.3930, 0.4028, 0.1852, 0.4351, 0.3777, 0.3793, 0.2818, 0.0756, -1.2648, 0.8711, -0.4067, 1.0550, 0.5144, -0.1735, -0.8228, 0.0337, 0.4983, 0.5003, 0.2284, 0.5376, 0.2179, -1.0579, 0.5311, -0.3919, -0.0100, 0.4425, 0.3243, -0.5609, 0.1059, 0.5287, 0.3326, 0.3215, -0.0114, 0.3959, -0.7297, 0.3014, -0.3885, -0.1156, 0.3320, 0.3582, -0.7443, 0.1983, 0.3486, 0.4389, 0.3238, 0.3634, 0.3606, 1.3590, -0.3890, -0.3314, -0.3628, -0.3459, -0.3748, -0.3987],
  "total_energy_ev": -209342.0348,
  "total_charge": 6,
  "max_force_ev_per_a": 6.5,
  "lumo_ev": -11.22
}